(A)
DFT (wB97M-V/def2-TZVPD) results for a single C19H21NO3 molecule.

```
44
Properties=species:S:1:pos:R:3:mulliken_charge:R:1
C 7.67 -1.24 -0.05 -1.419
C 6.25 -0.78 0.01 0.922
C 5.49 -0.96 1.15 -0.600
C 4.17 -0.54 1.20 -0.699
C 3.57 0.06 0.09 0.247
C 4.34 0.23 -1.06 -0.665
C 5.66 -0.18 -1.09 -0.572
H 6.24 -0.03 -1.99 0.368
H 3.90 0.71 -1.92 0.487
C 2.17 0.50 0.14 0.315
C 1.33 0.32 -0.95 -1.139
C 0.01 0.73 -0.92 -0.247
C -0.49 1.35 0.22 0.910
C 0.34 1.54 1.32 -0.611
C 1.65 1.12 1.28 -0.599
H 2.29 1.29 2.13 0.475
H -0.06 2.03 2.19 0.437
O -1.78 1.81 0.37 -0.504
C -2.66 1.73 -0.73 -0.932
C -3.08 0.31 -1.14 0.942
O -3.02 -0.02 -2.31 -0.694
N -3.50 -0.52 -0.17 0.152
C -3.77 -0.18 1.21 -0.712
H -3.35 -0.97 1.83 0.300
C -5.29 -0.09 1.41 -0.510
O -5.99 -0.90 0.48 -0.419
C -5.31 -2.10 0.22 -0.393
H -5.99 -2.70 -0.39 0.340
C -4.00 -1.83 -0.54 -0.811
H -3.26 -2.60 -0.31 0.320
H -4.17 -1.81 -1.62 0.440
H -5.12 -2.64 1.16 0.290
H -5.66 0.93 1.24 0.342
H -5.55 -0.39 2.44 0.318
H -3.29 0.76 1.48 0.389
H -2.23 2.21 -1.62 0.357
H -3.55 2.29 -0.43 0.434
H -0.62 0.56 -1.78 0.446
H 1.70 -0.18 -1.83 0.475
H 3.59 -0.70 2.10 0.473
H 5.93 -1.42 2.02 0.347
H 7.72 -2.25 -0.48 0.272
H 8.27 -0.58 -0.67 0.362
H 8.11 -1.28 0.95 0.365
```

Its multiplicity is 1. Its SMILES is Cc1ccc(-c2ccc(OCC(=O)N3CCOCC3)cc2)cc1. As for the HOMO-LUMO gap: 0.3237 Ha. The HOMO energy is -8.06 eV. The calculation puts the LUMO energy at 0.75 eV.

=====

(B)
DFT (wB97M-V/def2-TZVPD) results for a single C19H21NO3 molecule.

```
44
Properties=species:S:1:pos:R:3:mulliken_charge:R:1
C -6.85 -0.85 -1.20 -1.380
C -5.99 -0.72 0.03 1.072
O -6.40 -1.04 1.13 -0.608
C -4.62 -0.18 -0.16 0.106
C -4.11 0.20 -1.40 -0.603
C -2.83 0.70 -1.50 -1.008
C -2.02 0.83 -0.37 1.013
C -2.52 0.45 0.88 -0.288
C -3.81 -0.05 0.97 -0.937
H -4.21 -0.34 1.92 0.437
H -1.91 0.54 1.76 0.512
N -0.73 1.33 -0.55 -0.107
C 0.24 1.55 0.39 0.708
O 0.13 1.34 1.57 -0.650
C 1.51 2.12 -0.24 -0.839
H 1.29 3.12 -0.61 0.535
C 2.70 2.14 0.74 -0.860
O 3.84 1.51 0.22 -0.464
C 3.85 0.14 0.09 0.720
C 2.83 -0.70 0.52 -0.432
C 2.92 -2.08 0.33 0.317
C 4.04 -2.60 -0.29 -0.749
C 5.06 -1.76 -0.71 -0.686
C 4.99 -0.39 -0.54 0.831
C 6.08 0.53 -0.99 -1.442
H 6.48 1.08 -0.13 0.311
H 5.69 1.26 -1.69 0.284
H 6.88 -0.03 -1.46 0.379
H 5.93 -2.18 -1.19 0.339
H 4.12 -3.67 -0.44 0.394
C 1.82 -2.97 0.82 -1.566
H 2.08 -3.38 1.80 0.311
H 1.67 -3.80 0.14 0.386
H 0.89 -2.42 0.93 0.320
H 1.96 -0.31 1.01 0.454
H 3.02 3.17 0.93 0.374
H 2.39 1.70 1.69 0.450
H 1.79 1.50 -1.11 0.460
H -0.50 1.56 -1.51 0.184
H -2.44 0.99 -2.46 0.303
H -4.70 0.12 -2.29 0.336
H -7.82 -1.26 -0.91 0.335
H -7.00 0.12 -1.67 0.373
H -6.38 -1.52 -1.92 0.375
```

Its multiplicity is 1. Its SMILES is CC(=O)c1ccc(NC(=O)CCOc2cc(C)ccc2C)cc1. As for the HOMO-LUMO gap: 0.3134 Ha. The HOMO energy is -8.27 eV. The calculation puts the LUMO energy at 0.25 eV.

=====

Of them, (B) has the highest stability.

=====

(A)
DFT (wB97M-V/def2-TZVPD) results for a molecular structure, C5H9N2S.

```
17
Properties=species:S:1:pos:R:3:mulliken_charge:R:1
C 2.01 -1.15 -0.20 -0.320
C 2.80 -0.05 -0.24 -0.352
C 0.47 0.44 0.15 0.482
C -2.13 1.07 -0.51 -0.882
C -1.19 1.29 0.64 -0.528
N 0.69 -0.85 0.04 0.476
N -0.29 -1.80 0.05 -0.805
S 1.88 1.38 0.01 -0.037
H 2.32 -2.17 -0.33 0.360
H 3.86 -0.01 -0.39 0.414
H -1.75 1.55 -1.41 0.312
H -3.09 1.52 -0.26 0.345
H -2.29 0.02 -0.73 0.314
H -1.46 0.78 1.56 0.331
H -0.87 2.31 0.79 0.391
H 0.07 -2.74 0.13 0.264
H -1.04 -1.60 0.69 0.237
```

Its multiplicity is 1. As for the charge: +1. As for the HOMO-LUMO gap: 0.3831 Ha. The HOMO energy is -14.07 eV. The calculation puts the LUMO energy at -3.64 eV.

=====

(B)
DFT (wB97M-V/def2-TZVPD) results for a gas-phase ion, C5H9N2S (charge +1).

```
17
Properties=species:S:1:pos:R:3:mulliken_charge:R:1
C 0.06 1.02 -1.01 0.481
C -0.40 1.01 0.39 -0.375
C 0.69 -1.50 0.41 -0.346
C -0.11 -1.71 1.61 0.030
C -0.94 1.92 -1.79 -1.295
N 0.87 0.51 -1.79 -0.527
N 1.01 -2.48 1.67 -0.182
S 0.57 -0.02 1.44 0.049
H -0.38 2.05 0.95 0.382
H -1.54 0.72 0.29 0.345
H 1.71 -0.07 -1.49 0.283
H -1.14 -1.97 1.88 0.383
H -0.59 2.89 -1.73 0.350
H -1.96 1.86 -1.68 0.484
H -0.77 1.62 -2.92 0.313
H 1.03 -3.45 1.41 0.331
H 1.88 -2.41 2.35 0.293
```

Its multiplicity is 1. As for the charge: +1. As for the HOMO-LUMO gap: 0.3279 Ha. The HOMO energy is -13.04 eV. The calculation puts the LUMO energy at -4.12 eV.

=====

Of them, (A) has the highest stability.

=====

(A)
DFT (wB97M-V/def2-TZVPD) results for 2 unconnected molecules or ions with the total composition C3H7ClN2O.

```
14
Properties=species:S:1:pos:R:3:mulliken_charge:R:1
C 1.20 -1.32 -0.39 -1.461
C -0.05 -1.12 0.40 -0.426
C -1.64 0.60 -0.02 -0.025
N 0.18 3.51 -0.11 -0.212
N -0.50 0.28 0.33 -0.374
O 1.05 2.61 0.13 -0.241
Cl -3.01 -0.53 -0.12 -0.208
H 1.54 -2.27 -0.19 0.420
H 0.97 -1.29 -1.37 0.395
H 2.03 -0.75 -0.13 0.404
H -0.75 -1.75 -0.10 0.431
H 0.09 -1.25 1.43 0.336
H -1.92 1.59 -0.23 0.429
H 0.81 1.69 0.36 0.533
```

Its multiplicity is 1. As for the HOMO-LUMO gap (alpha / beta): 0.3348 / 0.3331 Ha. The HOMO energy (alpha / beta) is -8.43 / -8.41 eV. The calculation puts the LUMO energy (alpha / beta) at 0.68 / 0.66 eV.

=====

(B)
DFT (wB97M-V/def2-TZVPD) results for a molecular structure, C3H7ClN2O.

```
14
Properties=species:S:1:pos:R:3:mulliken_charge:R:1
C 0.95 -0.12 -0.83 -0.396
C -0.74 -1.52 -0.07 0.049
C 0.35 1.33 1.02 -0.765
N -1.22 0.37 -0.42 -0.679
N 0.04 0.86 -0.33 0.150
O 0.59 -1.37 -0.19 -0.326
Cl -1.28 -1.93 1.51 -0.152
H 0.82 -0.23 -1.92 0.300
H 1.99 0.09 -0.59 0.313
H -1.26 -2.09 -0.84 0.320
H 0.90 0.58 1.60 0.329
H 0.94 2.24 0.94 0.285
H -0.59 1.54 1.52 0.297
H -1.48 0.26 -1.40 0.275
```

Its multiplicity is 1. As for the HOMO-LUMO gap: 0.3511 Ha. The HOMO energy is -8.67 eV. The calculation puts the LUMO energy at 0.88 eV.

=====

Of them, (B) has the highest stability.

=====

(A)
DFT (wB97M-V/def2-TZVPD) results for 2 unconnected molecules or ions with the total composition C2H3NO2.

```
8
Properties=species:S:1:pos:R:3:mulliken_charge:R:1
C -0.07 0.63 -0.12 0.531
C 1.25 -0.21 -0.31 0.082
H -2.18 0.11 0.18 0.299
H -1.19 -1.24 0.91 0.333
H 1.19 -1.35 -0.74 0.262
N -1.16 -0.20 -0.03 -0.617
O -0.10 1.80 -0.09 -0.454
O 2.25 0.46 0.21 -0.435
```

Its multiplicity is 1. As for the HOMO-LUMO gap: 0.3521 Ha. The HOMO energy is -10.12 eV. The calculation puts the LUMO energy at -0.54 eV.

=====

(B)
DFT (wB97M-V/def2-TZVPD) results for a molecular structure, C2H3NO2.

```
8
Properties=species:S:1:pos:R:3:mulliken_charge:R:1
C -0.21 0.21 0.63 -0.239
C 0.87 -0.58 0.72 -0.068
N 0.01 0.43 -0.75 0.090
O 1.17 -0.41 -0.62 -0.359
O -0.75 -0.06 -1.76 -0.374
H -1.03 0.27 1.28 0.336
H 1.73 -0.72 1.41 0.261
H -0.29 -0.88 -2.08 0.354
```

Its multiplicity is 1. As for the HOMO-LUMO gap: 0.3802 Ha. The HOMO energy is -9.37 eV. The calculation puts the LUMO energy at 0.97 eV.

=====

Of them, (A) has the highest stability.

=====

(A)
DFT (wB97M-V/def2-TZVPD) results for 2 unconnected molecules or ions with the total composition C2H3NO2.

```
8
Properties=species:S:1:pos:R:3:mulliken_charge:R:1
C -0.81 0.66 0.86 -0.348
C 1.33 -1.85 -0.44 0.156
N -0.91 0.33 -0.34 -0.326
O 0.17 0.53 -1.14 -0.334
O 1.98 -1.46 0.44 -0.161
H 0.06 1.12 1.16 0.373
H -1.67 0.33 1.48 0.261
H -0.15 0.35 -2.02 0.381
```

Its multiplicity is 1. As for the HOMO-LUMO gap: 0.4131 Ha. The HOMO energy is -10.19 eV. The calculation puts the LUMO energy at 1.05 eV.

=====

(B)
DFT (wB97M-V/def2-TZVPD) results for a single C2H3NO2 molecule.

```
8
Properties=species:S:1:pos:R:3:mulliken_charge:R:1
C -0.70 0.84 -0.16 0.251
C 0.35 -0.02 -0.77 -0.033
N 0.06 -0.63 1.38 -0.515
O -1.15 1.94 -0.09 -0.336
O 0.37 -1.14 0.05 -0.244
H 0.50 -0.23 -1.73 0.439
H 1.10 0.59 -0.33 0.212
H -0.55 -1.36 1.66 0.227
```

Its multiplicity is 1. As for the HOMO-LUMO gap (alpha / beta): 0.2866 / 0.3228 Ha. The HOMO energy (alpha / beta) is -8.17 / -8.95 eV. The calculation puts the LUMO energy (alpha / beta) at -0.38 / -0.16 eV.

=====

(C)
DFT (wB97M-V/def2-TZVPD) results for a molecular structure, C2H3NO2.

```
8
Properties=species:S:1:pos:R:3:mulliken_charge:R:1
C 0.84 -0.79 0.15 0.395
C -0.44 -0.11 0.40 -0.151
N 0.93 0.00 -1.01 0.015
O 1.47 -1.73 0.53 -0.565
O -0.14 0.83 -0.64 -0.298
H -1.29 -0.68 0.25 0.234
H -0.46 0.62 1.33 0.195
H 1.55 0.09 -1.72 0.176
```

Its multiplicity is 1. As for the HOMO-LUMO gap: 0.3781 Ha. The HOMO energy is -9.39 eV. The calculation puts the LUMO energy at 0.90 eV.

=====

Of them, (A) has the highest stability.

=====

(A)
DFT (wB97M-V/def2-TZVPD) results for 2 unconnected molecules or ions with the total composition C2H3NO2.

```
8
Properties=species:S:1:pos:R:3:mulliken_charge:R:1
C -0.28 -0.44 -1.87 0.339
C -0.03 0.49 -0.83 0.184
N -0.47 -1.11 -2.77 -0.348
O -1.01 1.28 -0.49 -0.420
O 1.14 0.58 -0.19 -0.456
H -1.11 -1.51 0.37 0.009
H -1.04 1.75 0.29 0.338
H 1.67 -0.19 -0.65 0.355
```

Its multiplicity is 1. As for the HOMO-LUMO gap (alpha / beta): 0.2413 / 0.3923 Ha. The HOMO energy (alpha / beta) is -7.44 / -10.53 eV. The calculation puts the LUMO energy (alpha / beta) at -0.87 / 0.15 eV.

=====

(B)
DFT (wB97M-V/def2-TZVPD) results for 2 unconnected molecules or ions with the total composition C2H3NO2.

```
8
Properties=species:S:1:pos:R:3:mulliken_charge:R:1
C 0.69 0.92 -2.05 0.078
C -0.10 -0.31 1.70 0.157
N -0.31 0.41 -1.95 -0.356
O 0.90 -0.45 1.08 -0.430
O -1.33 -0.09 1.23 -0.419
H 1.59 1.42 -2.23 0.282
H -1.52 -0.24 0.27 0.362
H 0.00 -0.08 2.75 0.326
```

Its multiplicity is 1. Its SMILES is O=CO.C#N. As for the HOMO-LUMO gap: 0.4297 Ha. The HOMO energy is -10.66 eV. The calculation puts the LUMO energy at 1.03 eV.

=====

(C)
DFT (wB97M-V/def2-TZVPD) results for a single C2H3NO2 molecule.

```
8
Properties=species:S:1:pos:R:3:mulliken_charge:R:1
C 0.98 -1.10 0.34 -0.032
C -0.30 -0.07 0.13 0.272
N 0.18 1.24 -0.14 -0.521
O 0.87 -2.25 0.68 -0.437
O -0.22 0.40 -1.18 -0.295
H 1.89 -0.49 0.28 0.327
H -1.32 -0.32 0.39 0.397
H -0.47 2.16 -0.16 0.289
```

Its multiplicity is 1. Its SMILES is O=C[C@H]1NO1. As for the HOMO-LUMO gap: 0.3810 Ha. The HOMO energy is -9.81 eV. The calculation puts the LUMO energy at 0.56 eV.

=====

Of them, (B) has the highest stability.